[1]
148
Properties=species:S:1:pos:R:3 method="wB97M-V/def2-TZVPD" e_tot_ev=-331367.9882 homo_energy_ev=-11.18 spin_multiplicity=1 charge=+1 lumo_energy_ev=-1.66 gap_ev=9.52
C -1.69525 1.32542 4.19154
O -1.13781 1.95838 3.05294
C -0.80873 1.00465 2.09018
C -0.79260 1.57377 0.65211
Cl -1.82078 3.04838 0.63122
C 0.58136 2.13011 0.19033
S 1.53873 2.73812 1.59264
N 1.30607 1.17200 -0.63553
C 2.72432 1.45906 -0.80266
C 3.67781 0.79555 0.17591
O 4.68560 1.37210 0.48142
N 3.34631 -0.47346 0.64982
C 4.35803 -0.94639 1.60472
C 3.22126 -1.40792 -0.50707
C 0.59640 0.85942 -1.87964
C 1.00998 1.67392 -3.08752
Br 1.16626 3.54621 -2.83839
C 1.29780 1.11462 -4.26026
C 1.27549 -0.36586 -4.53732
Br 1.85863 2.14839 -5.73048
C -0.95061 0.93469 -1.70511
C -1.66534 0.26469 -2.84670
Cl -1.82011 -1.46838 -2.90468
C -2.18453 0.92484 -3.88568
C -2.85099 0.27262 -5.06163
Cl -2.16832 2.64299 -3.94012
N -1.36411 0.51513 -0.29104
C -0.75658 -0.86803 0.04584
C -1.56478 -1.82911 0.90952
C -1.07577 -2.12777 2.19989
C -1.75118 -2.98588 3.06134
C -2.95675 -3.59346 2.68574
C -3.71460 -4.48886 3.61850
C -3.41755 -3.35000 1.38238
C -2.72264 -2.51603 0.50468
P -3.32441 0.36721 -0.36444
N -3.73697 1.80231 -1.10343
O -3.68734 0.60505 1.18826
H -1.06697 0.52134 4.58342
H -1.82927 2.07188 4.96723
H -2.67653 0.94597 3.92222
H -1.56180 0.22332 2.12769
H 0.15898 0.53897 2.31240
H 0.36967 3.01814 -0.39984
H 1.47751 4.03030 1.26653
H 2.95265 2.51897 -0.75029
H 3.05088 1.13511 -1.79463
H 4.40037 -0.28688 2.46453
H 4.06604 -1.93931 1.93926
H 5.35169 -1.00719 1.15872
H 3.53166 -2.39119 -0.17975
H 3.86675 -1.07525 -1.31948
H 2.17854 -1.45610 -0.81721
H 0.83037 -0.18029 -2.12057
H 1.58575 -0.56162 -5.55652
H 0.30465 -0.81645 -4.35658
H 2.00392 -0.86443 -3.89315
H -1.25555 1.97976 -1.75305
H -3.68641 -0.32758 -4.69838
H -2.16365 -0.38517 -5.58746
H -3.25861 1.02660 -5.72316
H -0.48812 -1.34844 -0.88466
H 0.19514 -0.69097 0.54175
H -0.15845 -1.66715 2.54415
H -1.36176 -3.15462 4.05635
H -4.73905 -4.61296 3.27643
H -3.70419 -4.11374 4.63904
H -3.24644 -5.47256 3.61447
H -4.33181 -3.82348 1.05154
H -3.11663 -2.37703 -0.48572
H -3.97466 2.54871 -0.43665
H -4.55672 1.62639 -1.67639
H -4.16511 1.43835 1.35777
C 8.48847 -4.54721 -1.74907
C 8.25346 -3.14058 -1.18092
C 6.92047 -2.63588 -1.74828
S 5.92655 -4.10385 -2.06256
O 5.69537 -4.21392 -3.47876
O 4.81984 -4.14947 -1.13250
C 7.16966 -5.29490 -1.57699
H 9.30199 -5.05918 -1.23899
H 8.74318 -4.48338 -2.80859
H 8.19624 -3.19098 -0.09204
H 9.06479 -2.46134 -1.43454
H 6.38461 -1.99493 -1.05233
H 7.04951 -2.12400 -2.69983
H 7.07533 -6.17851 -2.20360
H 6.98765 -5.55127 -0.53371
C 4.93038 3.93629 -4.07547
C 4.86502 5.15321 -3.14218
C 6.29074 5.42625 -2.64645
S 7.39296 4.82701 -3.93884
O 8.14832 3.71583 -3.42031
O 8.05149 5.93681 -4.57324
C 6.10725 4.18854 -5.01110
H 4.00274 3.79522 -4.62745
H 5.11015 3.03071 -3.48982
H 4.49265 6.01707 -3.69631
H 4.18839 4.98403 -2.30496
H 6.48943 6.48288 -2.48918
H 6.52118 4.86751 -1.74157
H 6.47720 3.29604 -5.50974
H 5.87901 4.96134 -5.74440
C -5.89450 6.63229 1.92862
C -4.53976 6.57876 2.64961
C -3.74442 5.41626 2.04060
S -4.32997 5.25763 0.34822
O -4.99354 3.96936 0.21448
O -3.29534 5.62514 -0.58138
C -5.58356 6.52442 0.43828
H -6.43749 7.54844 2.15166
H -6.51402 5.78857 2.23982
H -4.00328 7.51603 2.49352
H -4.65916 6.44411 3.72267
H -2.67326 5.60089 2.01490
H -3.94649 4.47427 2.55016
H -6.43385 6.23086 -0.17274
H -5.13933 7.43981 0.04913
C -7.70556 -0.19830 4.54602
C -6.45395 -1.07668 4.68936
C -5.38108 -0.50157 3.75511
S -5.73768 1.25803 3.62110
O -6.09000 1.55905 2.25046
O -4.69521 2.02666 4.25771
C -7.21703 1.24526 4.62345
H -8.43929 -0.40818 5.32152
H -8.17804 -0.37867 3.57843
H -6.10116 -1.04441 5.72166
H -6.66150 -2.11720 4.44690
H -4.37244 -0.62266 4.14295
H -5.43972 -0.92071 2.75235
H -7.92033 1.97439 4.22810
H -6.92302 1.51754 5.63662
C 0.96280 -5.73695 0.33988
C 1.13818 -7.23908 0.08371
C 0.06697 -7.96979 0.90051
S -1.30758 -6.82171 1.05614
O -1.46187 -6.46739 2.44707
O -2.43347 -7.29050 0.29084
C -0.52843 -5.45958 0.20307
H 1.54408 -5.14283 -0.35991
H 1.29471 -5.48975 1.35161
H 0.99788 -7.44471 -0.97905
H 2.13501 -7.57961 0.35265
H -0.29307 -8.87139 0.41235
H 0.40769 -8.20407 1.90699
H -0.85179 -4.52688 0.65899
H -0.85030 -5.50438 -0.83770



[2]
140
Properties=species:S:1:pos:R:3 method="wB97M-V/def2-TZVPD" e_tot_ev=-96614.4286 homo_energy_ev=-4.52 spin_multiplicity=1 charge=-1 lumo_energy_ev=1.99 gap_ev=6.51
C -0.76226 3.66138 2.75096
C -1.18668 2.21745 3.45318
C -2.51553 1.51862 2.77448
N -2.72301 0.09054 2.96834
P -1.89095 -1.08452 1.96064
F -2.77282 -2.42480 2.74832
C -0.74594 -1.21559 3.51384
C 0.86728 -1.00568 3.56096
C 1.79844 -1.16114 4.93821
C 1.13739 -1.54244 6.39551
C -0.52591 -1.71421 6.39244
C -1.44070 -1.55908 4.99922
C -3.32827 -1.22671 0.68438
C -4.69119 -0.36752 1.09336
C -3.91851 -2.78513 0.52580
C -4.67361 -2.85563 -0.96517
C -4.73298 -4.36435 -1.59934
O -0.91558 -2.41384 1.34023
C -0.01483 -2.12185 0.17484
C -0.72860 -2.97249 -1.01279
C -0.89309 -4.55866 -0.90627
O -0.30050 -5.15558 -2.15264
C -0.31195 -5.40260 0.32685
N -1.35309 -6.49097 0.66920
C 1.48234 -2.59630 0.60726
C 2.26732 -3.42420 -0.75951
C 3.84456 -2.80702 -1.14793
O 2.48697 -2.56059 -2.04376
C -0.21803 -0.49175 -0.15844
O -0.83147 -0.15363 -1.49022
C 1.09572 0.48210 -0.26471
C 1.72653 1.44741 0.89175
C 3.06796 2.41614 0.67238
C 3.83902 2.43349 -0.78776
C 3.20144 1.51765 -1.99013
C 1.86555 0.56635 -1.74806
O -0.89877 0.08240 1.05228
H -1.57682 4.01220 1.98630
H -0.65795 4.47882 3.61225
H 0.29329 3.61426 2.21776
H -1.48654 2.50322 4.57304
H -0.25081 1.52921 3.53629
H -3.42909 2.07899 3.31205
H -2.57763 1.94570 1.65977
H -3.46181 -0.25139 3.58598
H 1.44997 -0.70622 2.60013
H 2.96965 -1.00030 4.85755
H 1.77527 -1.68768 7.39374
H -1.02282 -1.95058 7.43586
H -2.59383 -1.69353 5.17048
H -3.05660 -0.89000 -0.39786
H -5.11162 -0.66658 2.16977
H -4.53184 0.81117 0.99226
H -5.60258 -0.59609 0.35623
H -3.08222 -3.59698 0.50247
H -4.79211 -3.00988 1.30022
H -4.18246 -2.15813 -1.76425
H -5.80874 -2.51626 -0.81694
H -4.68032 -5.18143 -0.76366
H -5.66058 -4.51979 -2.33476
H -3.77699 -4.46591 -2.30749
H -0.11532 -2.72987 -2.01039
H -1.81177 -2.52765 -1.25351
H -2.05457 -4.82530 -0.99806
H -0.09424 -6.13904 -1.96368
H 0.67512 -6.02468 0.07179
H -0.09212 -4.85936 1.33126
H -0.85604 -7.42320 0.59007
H -1.54594 -6.39763 1.70903
H 1.54255 -3.42568 1.42952
H 2.24701 -1.76020 0.87303
H 2.09082 -4.66302 -0.86800
H 4.36294 -3.18286 -2.14902
H 3.93502 -1.64584 -0.89956
H -1.48004 0.61572 -1.31532
H 1.24839 1.46520 1.95822
H 3.49044 3.07422 1.54236
H 4.80302 3.05460 -1.01810
H 3.71312 1.49461 -3.05837
H 1.49664 -0.04725 -2.69482
C 11.17607 -2.88600 -1.78502
C 10.09510 -2.01075 -1.17564
O 9.24141 -1.47184 -2.19283
C 8.30826 -2.32189 -2.68782
O 8.13360 -3.48121 -2.33840
O 7.61620 -1.67275 -3.65637
C 6.65820 -2.48779 -4.32648
H 11.72302 -2.33940 -2.56061
H 11.88233 -3.21838 -1.01910
H 10.74666 -3.77082 -2.26428
H 10.56135 -1.15897 -0.66938
H 9.51075 -2.55259 -0.42313
H 5.98310 -2.97650 -3.61625
H 7.17086 -3.23031 -4.94591
H 6.06201 -1.84434 -4.97948
C -7.75336 4.79123 8.02350
C -7.13821 3.61139 7.29174
O -6.66353 4.00474 5.99797
C -5.47863 4.66362 5.98220
O -4.79323 4.93496 6.95855
O -5.19482 4.99278 4.69787
C -4.01220 5.77421 4.54986
H -8.52480 5.26669 7.40845
H -8.19999 4.47020 8.96869
H -7.00381 5.55820 8.24011
H -7.90482 2.84655 7.12882
H -6.33655 3.14502 7.87583
H -3.15481 5.29700 5.03585
H -4.17698 6.77748 4.95499
H -3.79534 5.86345 3.48173
C -3.57688 8.58045 -2.06544
C -3.66407 9.63191 -0.97331
O -4.83105 9.43287 -0.16558
C -4.74424 8.44479 0.75882
O -3.77050 7.73238 0.96118
O -5.93329 8.36500 1.40551
C -6.00776 7.29828 2.34767
H -4.50373 8.55207 -2.64819
H -2.74027 8.78950 -2.73798
H -3.43749 7.58074 -1.64335
H -3.76059 10.62217 -1.43078
H -2.75984 9.64958 -0.35413
H -5.17275 7.33142 3.05526
H -6.03045 6.33895 1.82134
H -6.93906 7.40647 2.91057
C 4.76473 -5.18420 -10.73567
C 4.45199 -5.23085 -9.25043
O 5.35318 -4.39552 -8.51289
C 5.08758 -3.06650 -8.55193
O 4.15772 -2.53571 -9.14375
O 6.04597 -2.42263 -7.84106
C 5.93578 -1.00220 -7.87765
H 5.81816 -5.42373 -10.91557
H 4.13987 -5.89378 -11.28518
H 4.59272 -4.18469 -11.14603
H 4.59388 -6.25241 -8.88232
H 3.41068 -4.95636 -9.04634
H 4.93418 -0.67165 -7.58342
H 6.18506 -0.63612 -8.87849
H 6.65651 -0.58705 -7.16767



[3]
130
Properties=species:S:1:pos:R:3 method="wB97M-V/def2-TZVPD" e_tot_ev=-63781.5859 homo_energy_ev=-10.16 spin_multiplicity=1 charge=+1 lumo_energy_ev=-1.80 gap_ev=8.36
C -4.23253 -13.39329 -14.78541
C -5.53180 -12.49427 -15.00055
N -5.54151 -11.23101 -14.14278
C -4.81042 -11.38419 -12.81276
C -4.68486 -10.22705 -15.04133
C -4.25681 -8.84050 -14.44312
C -6.95746 -10.67225 -13.95883
C -7.73970 -11.22291 -12.76676
O -7.48298 -12.62213 -12.57781
C -8.48355 -13.39331 -11.91993
H -4.17218 -14.25110 -15.45521
H -4.32337 -13.79195 -13.77500
H -3.33535 -12.78925 -14.92072
H -6.48120 -13.02540 -14.93241
H -5.57523 -12.13741 -16.02956
H -4.96103 -10.47003 -12.23854
H -3.75793 -11.50218 -13.07048
H -5.24514 -12.17000 -12.19500
H -5.30752 -10.10653 -15.92783
H -3.79943 -10.71259 -15.45165
H -3.56124 -8.98031 -13.61564
H -5.04514 -8.25404 -13.97122
H -3.80579 -8.18773 -15.19049
H -7.55604 -10.82350 -14.85712
H -6.88814 -9.59323 -13.82095
H -8.80282 -11.07872 -12.95934
H -7.57073 -10.62448 -11.87154
H -9.41845 -13.45279 -12.47715
H -8.69087 -12.90495 -10.96776
H -8.15202 -14.40638 -11.69215
C 2.04082 -12.14447 -12.87194
C 1.37947 -12.43046 -11.51760
C 0.25968 -13.62035 -11.43725
C -0.99109 -13.20466 -12.16918
N -1.91545 -12.84491 -12.68901
H 2.84920 -11.41461 -12.91565
H 1.26318 -11.77373 -13.53973
H 2.41529 -13.06679 -13.31602
H 0.85849 -11.51361 -11.24179
H 2.18986 -12.77046 -10.87280
H -0.00442 -13.92965 -10.42597
H 0.54636 -14.45475 -12.07732
C -13.83595 -6.09870 -13.07921
C -13.08432 -7.36211 -12.90956
C -11.73872 -7.28077 -12.21401
C -11.19687 -8.63281 -11.90968
N -10.71590 -9.68143 -11.69183
H -14.86868 -6.33083 -13.33936
H -13.56021 -5.47202 -13.92735
H -13.69677 -5.46290 -12.20486
H -13.03601 -7.89306 -13.86028
H -13.68586 -8.00929 -12.27128
H -11.87005 -6.78712 -11.25112
H -11.08209 -6.80730 -12.94391
C -5.04935 -16.15832 -12.57676
C -5.17685 -17.60076 -12.95256
C -6.61635 -18.15680 -12.91047
C -6.76113 -19.60718 -12.95251
N -6.84726 -20.73232 -13.02770
H -5.36687 -16.17610 -11.53418
H -5.59861 -15.39099 -13.12228
H -4.02869 -15.78136 -12.51134
H -4.43180 -18.10094 -12.33384
H -4.81810 -17.72037 -13.97486
H -7.34469 -17.86981 -13.66894
H -7.01985 -17.86990 -11.93940
C -7.58263 -16.11329 -17.25842
C -8.92703 -15.75922 -17.98977
C -9.94700 -14.94693 -17.13226
C -9.40464 -13.82354 -16.39955
N -8.95607 -12.95979 -15.78111
H -6.93548 -16.82622 -17.76934
H -7.58245 -16.47231 -16.22925
H -7.00323 -15.19878 -17.13179
H -9.40689 -16.65542 -18.38305
H -8.68573 -15.15240 -18.86248
H -10.08940 -15.65131 -16.31271
H -10.88394 -14.62828 -17.58913
C -13.52043 -12.27538 -14.91923
C -12.43813 -13.31852 -14.63315
C -13.14040 -14.68924 -14.15543
C -12.27196 -15.84310 -14.29832
N -11.61101 -16.80215 -14.41293
H -14.00810 -11.98802 -13.98772
H -14.30502 -12.61610 -15.59482
H -13.05760 -11.38366 -15.34198
H -11.63839 -13.06608 -13.93688
H -12.01184 -13.60088 -15.59579
H -13.83532 -14.92587 -14.96118
H -13.65938 -14.52596 -13.21091
N -6.54041 -6.56834 -16.10632
C -6.36890 -5.75024 -15.00293
C -7.68317 -5.69625 -14.47867
C -8.40856 -6.70622 -15.08407
C -7.70046 -7.14466 -16.19678
H -5.81887 -6.65285 -16.80798
H -5.42057 -5.37969 -14.64269
H -7.94889 -5.10243 -13.61659
H -9.44109 -6.93665 -14.86680
H -7.92819 -7.83147 -16.99856
N -1.45190 -7.72143 -11.48488
C -0.69717 -8.82233 -11.16177
C -1.50355 -9.93118 -10.75569
C -2.84701 -9.48102 -10.76734
C -2.73655 -8.14373 -11.14576
H -1.17557 -6.86087 -11.93563
H 0.36235 -8.87373 -11.36472
H -1.19635 -10.92678 -10.47140
H -3.81087 -9.90481 -10.52697
H -3.55571 -7.45396 -11.28574
N -4.58429 -11.81701 -18.56746
C -5.99177 -11.83109 -18.65704
C -6.35037 -13.20694 -18.74288
C -5.18374 -13.98168 -18.55683
C -4.11895 -13.12705 -18.51212
H -3.95713 -11.03449 -18.68758
H -6.61575 -10.94960 -18.65223
H -7.30985 -13.66228 -18.93900
H -5.17958 -15.06161 -18.56837
H -3.04426 -13.22735 -18.47471
N -5.50257 -7.15063 -9.49865
C -6.15751 -8.21995 -9.01930
C -7.17994 -8.55853 -9.93619
C -7.06052 -7.63072 -10.97400
C -6.03994 -6.70539 -10.67214
H -4.64188 -6.80026 -9.10299
H -5.90388 -8.78863 -8.13688
H -7.89307 -9.34522 -9.73880
H -7.69402 -7.43984 -11.82760
H -5.58340 -5.89449 -11.22024